The following is a quantum chemistry calculation of the molecule C15H12O3, from the Open Molecules 2025 dataset.

The calculation puts the orbital gap at 9.715 eV. Its HOMO energy is -8.98 eV. Its SMILES is O=C(O)[C@@H]1O[C@H](c2ccccc2)c2ccccc21. For the energy above the lowest of the compared OMol25 structures with the same formula, charge and spin, the calculation gives 11.16 kcal per mole.

Last column: Mulliken charge in e.
Geometry (Å):
H 2.0330 1.6454 -2.9689  0.385
H 2.5042 1.2830 3.7641  0.314
H 0.9848 -2.7109 2.4759  0.338
C 1.7929 -0.6539 3.3430  -0.575
H -2.8514 1.2495 -1.5968  0.323
C -1.7456 1.2251 -1.7357  -0.560
O -1.7657 -0.6332 0.5272  -0.536
H -1.7172 1.4063 1.0054  0.752
C 1.0226 1.4866 -2.6307  -0.836
C 0.1502 -1.0301 1.6017  0.668
C 0.8188 1.2396 2.1108  -0.483
C -0.8688 -1.7327 0.8095  -0.045
C -0.0281 1.7677 -3.4696  -0.455
H 0.6724 2.2888 1.8740  0.481
C -1.0496 0.6839 0.5715  0.080
C -0.7087 1.1125 -0.8073  0.373
C 1.7706 0.7808 3.0808  -0.699
C 0.6801 1.1282 -1.2692  0.035
H 0.1066 2.0019 -4.5348  0.324
O 0.7243 -2.6149 -0.5829  -0.506
C -1.3845 1.4122 -3.0760  -0.664
C -0.4216 -2.3623 -0.5073  0.328
O -1.3327 -2.9699 -1.3597  -0.490
H -0.7822 -3.5365 -1.9511  0.361
H 2.4008 -1.0207 4.1481  0.421
H 1.4471 0.8308 -0.6173  0.450
H -2.1265 1.4287 -3.7490  0.523
C 0.0075 0.3038 1.5187  -0.395
H -1.3623 -2.4307 1.5090  0.526
C 1.0290 -1.5793 2.5167  -0.438

The following is a quantum chemistry calculation of a structure of composition C15H13BBrN7O2W, from the Open Molecules 2025 dataset.

The calculation puts the orbital gap (spin up / spin down) at 7.372 / 7.708 eV. Its net charge is +2. As for the spin multiplicity: 3. Its HOMO energy (spin up / spin down) is -15.37 / -15.81 eV. For the energy above the lowest of the compared OMol25 structures with the same formula, charge and spin, the calculation gives 0.00 kcal per mole.

Last column: Löwdin spin population.
Geometry (Å):
O -0.7656 1.6448 -1.6690  0.048
H 3.4616 0.9250 -1.0856  0.003
N 1.9671 -0.5086 -0.6316  0.035
H -1.7027 5.4854 2.4001  0.001
H 5.0939 -1.2541 -1.2608  0.000
H 0.8086 -3.7874 -0.2312  0.000
C 3.2085 -2.3092 -0.7557  0.002
H -1.7169 0.0993 -3.1274  0.000
N -0.5621 -0.9001 -1.6761  0.011
C -1.0878 -1.8025 2.9281  0.008
C -0.9510 -0.5856 2.2969  0.018
H -1.5698 -2.0101 3.8665  0.000
C -1.7204 2.5594 -1.2896  0.012
N -0.2869 -2.2146 -1.4400  0.005
H 3.4210 -3.3653 -0.7169  0.001
C 0.1809 2.7812 1.7676  0.019
C -0.4609 -2.7143 2.0842  0.025
H -0.7930 -4.0325 -2.3477  0.001
H -0.3250 -3.7798 2.1724  0.002
C -1.3872 3.0821 0.0785  0.017
W 0.2402 0.5628 -0.3950  1.624
H 0.2333 4.2391 3.3445  0.000
N 1.9802 -1.8685 -0.5194  0.015
Br 1.7108 1.7735 2.1745  0.015
H -1.2958 0.3887 2.6039  0.001
C -1.3325 4.6026 1.8957  0.017
N 0.0108 -2.0709 1.0185  0.013
C -1.6117 -2.1289 -3.2136  0.007
N -0.4097 2.3639 0.6519  0.011
C -1.8970 4.2106 0.6825  -0.001
C -1.3692 -0.8487 -2.7551  0.019
O -2.6446 2.8698 -1.9555  0.004
C 3.2314 -0.1204 -0.9464  0.014
B 0.6440 -2.6161 -0.2863  0.002
H -2.6893 4.7723 0.2077  0.000
C -0.2596 3.9054 2.4427  -0.003
N -0.2812 -0.7452 1.1340  0.026
C 4.0439 -1.2246 -1.0313  0.000
C -0.8991 -2.9605 -2.3626  0.029
H -2.2172 -2.4180 -4.0535  0.000

The following is a quantum chemistry calculation of the molecule C15H13Cl2NO4, from the Open Molecules 2025 dataset.

The calculation puts the orbital gap at 9.257 eV. Its HOMO energy is -8.80 eV. Its SMILES is COc1cc(Oc2ccc(Cl)cc2Cl)ccc1N(O)C(C)=O. For the energy above the lowest of the compared OMol25 structures with the same formula, charge and spin, the calculation gives 10.44 kcal per mole.

Last column: Mulliken charge in e.
Geometry (Å):
C 0.6754 0.1054 -1.3974  0.329
C -1.5706 1.4610 -2.7742  -0.582
H -2.6701 0.1726 5.7162  0.299
C -1.8253 -0.2351 5.1028  -0.386
O 1.8754 1.3003 -3.5971  -0.564
C 1.4906 0.0972 -3.7293  0.635
C -1.0920 0.7224 4.3532  -0.490
N 0.9234 -0.5839 -2.6339  0.139
C 0.4527 0.9897 1.2677  0.523
C 1.7870 0.8113 0.7471  -1.019
O 0.4765 1.2196 2.6233  -0.476
C 1.7545 -0.5662 -5.1228  -0.999
Cl 1.7026 -1.6275 2.5550  -0.166
H 2.7322 -0.2534 -5.5441  0.322
H 0.8637 -0.1601 -5.5909  0.266
H 2.7442 0.9401 1.2556  0.414
H 1.6238 -1.6775 -5.0760  0.291
H -0.9478 -1.3155 -2.8647  0.374
C 1.8250 0.3198 -0.5750  -0.187
H -1.0257 2.3885 -2.5949  0.331
H -2.5529 1.6021 -3.3636  0.278
C -0.6783 0.9833 0.4991  -0.894
H -1.2938 1.7708 4.5449  0.425
H 2.7157 -0.1033 -1.0107  0.388
C -1.6495 -1.6026 4.8771  0.209
C -0.5624 -2.0327 4.0231  -0.425
O -0.0725 -1.5945 -2.9187  -0.400
C 0.2190 -1.1111 3.3361  0.543
H -0.4632 -3.1083 3.8619  0.380
C -0.1425 0.2467 3.3674  0.080
H -1.4965 1.3069 1.0964  0.527
Cl -2.7663 -2.6499 5.5941  -0.205
C -0.5005 0.5933 -0.9019  0.441
O -1.6391 0.6358 -1.6654  -0.525
H -0.9127 0.9549 -3.4605  0.122

The following is a quantum chemistry calculation of a structure of composition C15H13Cl5INO2Os, from the Open Molecules 2025 dataset.

The calculation puts the orbital gap (spin up / spin down) at 5.682 / 4.538 eV. Its net charge is +2. Its HOMO energy (spin up / spin down) is -14.77 / -14.29 eV.

Last column: Mulliken charge in e.
Geometry (Å):
Cl -0.3607 2.4827 -4.9453  -0.135
O -1.0164 -0.0705 -0.2862  -0.336
C -3.3473 -0.0267 -0.7562  -1.637
H -4.3496 -0.1424 -0.3436  0.453
H -2.1383 1.6634 1.1840  0.409
C 2.0696 2.8686 -1.1358  0.463
Cl 2.5609 5.4707 -1.5101  -0.110
C 2.4481 -3.0104 3.0134  -0.163
Os 0.5212 -0.9560 -0.8668  1.494
Cl 0.0595 -0.0128 -3.0636  -0.169
H -1.8558 0.3552 2.3464  0.312
C 1.8827 3.9761 -1.9447  -0.062
C -2.3220 -0.3127 0.3276  1.444
C 2.0668 -2.7425 0.7117  0.405
H 1.2905 -1.6825 4.2515  0.437
H -2.3380 -2.4473 -0.0497  0.417
C -2.4516 0.6646 1.4863  -1.507
I 2.3220 -2.9551 -1.3673  0.117
O 1.6609 0.5883 -0.7378  -0.925
C 1.5243 -2.0041 3.2468  -0.858
H -3.2400 -0.7220 -1.5898  0.356
H -3.3622 -1.9324 1.2899  0.423
Cl 0.9095 5.2072 -4.1219  -0.091
C 0.5358 2.6303 -3.5112  -0.315
H 2.9506 -3.4952 3.8400  0.443
C 0.7211 1.5548 -2.6895  0.904
H 0.1726 -0.6022 2.2943  0.527
C 2.7442 -3.3948 1.7055  -0.514
C 1.1246 3.8681 -3.1329  0.633
H -3.2443 0.9930 -1.1264  0.394
C -2.4065 -1.7572 0.7969  -1.522
H -3.4932 0.7140 1.8016  0.440
H -1.6191 -1.9929 1.5141  0.328
C 0.8945 -1.3974 2.1762  -0.079
Cl 2.9754 2.9356 0.2934  -0.114
N 1.1570 -1.7792 0.9171  -0.138
C 1.4826 1.6273 -1.5025  -0.174
H 3.4707 -4.1635 1.4846  0.450

The following is a quantum chemistry calculation of the molecule C15H13ClN2O2S, from the Open Molecules 2025 dataset.

The calculation puts the orbital gap at 9.119 eV. Its HOMO energy is -8.59 eV. Its SMILES is CSCCN1C(=O)c2ccccc2Oc2nc(Cl)ccc21. For the energy above the lowest of the compared OMol25 structures with the same formula, charge and spin, the calculation gives 19.16 kcal per mole.

Last column: Mulliken charge in e.
Geometry (Å):
C -2.7761 2.1320 1.4684  -0.584
C -0.7182 -2.2987 -0.9868  -0.681
C -0.2037 1.4176 0.9862  0.459
C 3.5225 0.8742 3.4540  -0.486
C 1.3547 -0.6073 2.4951  0.392
H 3.0747 2.2626 1.8878  0.456
H -3.1867 -0.0110 1.6656  0.469
H 1.8635 -1.9958 4.0448  0.429
O 1.1039 1.1512 0.7917  -0.395
H -1.7389 -2.7715 0.8219  0.447
O 0.3955 -2.6422 2.1864  -0.637
C -1.5001 -1.8917 0.2649  -1.024
N -0.7623 -0.9513 1.1097  0.376
C -1.1444 0.4035 1.2084  0.277
H 0.4335 -0.7752 -4.3207  0.329
H 0.9332 -2.3016 -3.5232  0.259
C 1.7120 0.6131 1.8700  0.195
H -0.7565 -2.0486 -4.0935  0.290
C -1.7771 3.0732 1.2169  0.096
S -0.2801 -0.8292 -2.0488  0.012
N -0.5169 2.7079 0.9632  -0.628
Cl -2.2666 4.7538 1.0748  -0.183
C 2.0732 -1.0336 3.5938  -0.584
H -2.4514 -1.4897 -0.0560  0.414
H -3.7643 2.5066 1.6298  0.439
C 0.2537 -1.4630 1.9336  0.521
C 2.8168 1.3188 2.3592  -0.353
H 0.2259 -2.7467 -0.7008  0.356
C 0.1072 -1.5612 -3.6493  -0.885
H 3.7051 -0.7003 4.9231  0.397
C 3.1431 -0.3170 4.0828  -0.538
H 4.3981 1.3989 3.7803  0.401
H -1.2700 -3.0685 -1.5633  0.492
C -2.4418 0.7761 1.4792  -0.528

The following is a quantum chemistry calculation of a structure of composition C15H13CoN5O2S2, from the Open Molecules 2025 dataset.

The calculation puts the orbital gap (spin up / spin down) at 8.188 / 7.985 eV. As for the spin multiplicity: 4. Its HOMO energy (spin up / spin down) is -7.75 / -7.72 eV.

Last column: Löwdin spin population.
Geometry (Å):
H -3.0447 0.2008 -3.6724  0.000
S 3.4989 -0.8860 0.7881  0.077
H -3.2536 2.4445 -4.5173  0.000
C 3.8264 3.1245 1.0393  0.002
N 1.9205 1.1343 1.0117  0.039
C -2.1790 2.5753 -1.4063  0.000
H 4.5719 3.9097 1.0510  0.000
C 0.6878 -5.2960 1.3894  0.003
C -0.6503 -5.0913 1.0741  -0.001
H 5.2402 1.5220 0.7125  0.001
N 1.0319 -2.9972 0.9959  0.043
C -2.0364 0.3861 -0.4518  0.000
C -2.7212 0.6345 -2.7338  0.000
N -0.5551 -1.6826 0.0922  0.044
N -2.7562 2.8254 -3.7336  0.000
H 2.5506 -4.2205 1.6432  0.000
H 0.5002 2.5871 1.3122  0.000
H -1.3729 -5.8972 1.1491  0.000
C 2.4789 3.4345 1.2208  0.001
N -1.1325 -3.9223 0.6749  0.002
Co 1.0940 -0.8157 0.9894  2.698
O -2.7748 -1.3655 1.3897  0.008
H -1.6101 2.1810 0.6251  0.000
C -2.4494 -0.1766 -1.6545  0.000
O -0.7727 0.0039 1.8272  0.042
C 3.2254 0.8181 0.8774  0.015
S -1.6149 -0.7247 0.8541  0.007
C 4.2100 1.8116 0.8567  0.002
C -2.5659 2.0247 -2.6328  0.000
H 1.0623 -6.2706 1.6638  0.000
H -2.0887 3.6510 -1.3146  0.000
C 1.5609 2.4061 1.1903  0.006
C 1.5051 -4.1818 1.3586  0.005
C -0.2598 -2.9214 0.5964  0.005
C -1.9081 1.7580 -0.3261  0.000
H -2.8230 3.8172 -3.5996  0.000
H -2.5489 -1.2518 -1.7297  0.000
H 2.1534 4.4509 1.3893  0.000

The following is a quantum chemistry calculation of a structure of composition C15H13F6NNaSSi, from the Open Molecules 2025 dataset.

The calculation puts the orbital gap at 6.501 eV. Its net charge is -1. Its HOMO energy is -4.16 eV. For the energy above the lowest of the compared OMol25 structures with the same formula, charge and spin, the calculation gives 0.00 kcal per mole.

Last column: Mulliken charge in e.
Geometry (Å):
C -0.7235 3.6495 -1.0916  -0.747
F 7.7074 -0.2954 1.6972  -0.324
H -4.2807 -0.6692 -2.4574  0.325
H -0.8153 -2.9778 0.0897  0.333
C -2.8525 1.8836 -1.1920  0.097
H -4.3451 -2.3660 -1.9607  0.272
F 3.8599 -0.6109 4.3470  -0.333
Na 0.8901 -0.3765 -0.0939  0.645
H -2.2422 5.2109 -1.2225  0.335
C -3.6838 -1.2021 0.7187  -1.014
C -1.6084 -2.8895 -0.6418  -1.178
H -3.1499 -1.8928 -3.1274  0.318
C 5.7641 -0.4376 3.0439  -0.091
F 6.5033 -0.2461 4.1247  -0.298
C -3.0641 3.2663 -1.2464  -0.938
C 3.5833 -0.7562 2.0074  -0.343
S 1.8355 -1.0341 2.1637  -0.500
H -3.7337 1.2356 -1.2175  0.144
C 4.4113 -0.5934 3.1123  0.597
C -2.0111 4.1599 -1.2015  -0.349
C -0.5615 2.2910 -1.0142  0.534
F 3.6337 -0.8351 -0.4196  -0.306
C 4.2598 -0.6970 0.8036  0.790
F 0.7383 1.8673 -0.9656  -0.345
N -1.3444 -0.0422 -0.8556  -0.454
H 0.1518 4.2838 -1.1373  0.392
C -1.5842 1.2812 -1.0261  0.386
C 5.6110 -0.5528 0.6866  -0.323
F 6.1988 -0.4943 -0.5099  -0.309
H -4.0956 3.6024 -1.3162  0.348
H -3.0864 -1.1867 1.6314  0.272
C 6.3914 -0.4416 1.8093  0.751
H -1.1880 -3.1759 -1.5956  0.321
H -4.3520 -0.3533 0.6551  0.347
C -3.6678 -1.5421 -2.2562  -1.047
H -2.2942 -3.6934 -0.3578  0.285
Si -2.5288 -1.2802 -0.7678  0.079
H -4.3266 -2.0893 0.7840  0.328

The following is a quantum chemistry calculation of the molecule C15H13FN6O3, from the Open Molecules 2025 dataset.

The calculation puts the orbital gap at 8.595 eV. Its HOMO energy is -8.58 eV. Its SMILES is Nc1nc(Nc2ccccc2F)nc(NCc2ccco2)c1[N+](=O)[O-]. For the energy above the lowest of the compared OMol25 structures with the same formula, charge and spin, the calculation gives 0.00 kcal per mole.

Last column: Mulliken charge in e.
Geometry (Å):
C -1.7533 1.9548 1.2170  -0.482
C -1.7510 -3.6513 -1.4236  -0.629
C -0.8044 1.3093 0.3498  0.904
N -2.0793 -1.9682 0.2697  -0.081
F 0.7365 -1.9135 0.5592  -0.303
C 2.5956 1.6741 -0.4634  0.285
C 0.4484 -4.3279 -2.1014  -0.447
N -2.8953 -0.1613 1.3602  -0.702
H -1.3639 -5.1274 -2.9132  0.379
N -3.7894 1.5858 2.4854  -0.350
C -1.2221 -2.7428 -0.5079  0.270
O -0.7222 3.9690 1.1265  -0.792
H -2.8244 -3.7296 -1.5142  0.383
O 3.0701 0.9832 0.5936  -0.264
O -2.4881 3.7865 2.3289  -0.803
H 1.0934 -4.9310 -2.7206  0.387
C 0.9968 -3.4551 -1.1787  -0.623
H 5.4779 3.1099 0.0688  0.419
C 1.2430 1.3319 -0.9919  -0.385
C 4.5864 2.5175 0.0600  -0.318
N -1.6509 3.2874 1.5715  1.135
C 0.1669 -2.6872 -0.3834  0.782
H 0.3147 2.9489 0.0574  0.319
H -4.4917 0.9392 2.7973  0.223
C -2.8200 1.1220 1.6951  0.596
H 3.3874 3.3375 -1.6326  0.454
C 3.4917 2.6367 -0.8298  -0.627
N -0.9342 0.0203 0.0408  -0.361
H 1.0692 0.2557 -0.9369  0.126
C -0.9281 -4.4349 -2.2097  -0.657
C -1.9403 -0.6527 0.5708  0.074
H 4.7949 1.0586 1.7265  0.448
N 0.2141 1.9679 -0.1975  -0.139
H 2.0643 -3.3718 -1.0478  0.447
H -2.9760 -2.3611 0.5178  0.297
C 4.2693 1.4969 0.9015  -0.446
H -3.7498 2.5531 2.7852  0.261
H 1.1639 1.6695 -2.0305  0.219